Molecular formula: C49H37F5IN16O5STeY
Method: DFT, wB97M-V/def2-TZVPD

```
116
Properties=species:S:1:pos:R:3:forces:R:3
Y -0.7891 0.1963 -1.4158 -0.2 0.6 0.1
C 1.8150 -1.2715 8.3110 -0.2 -0.1 -0.8
O 2.2780 -1.0466 6.9817 0.2 0.2 -0.2
C 1.8998 0.1319 6.4162 -0.3 0.2 0.5
C 2.5343 0.5211 5.2318 -0.3 -1.0 2.0
C 2.2675 1.7539 4.7098 0.3 1.2 -1.6
C 1.3938 2.6616 5.3064 -1.2 -1.8 2.2
C 0.6906 2.1823 6.4786 2.2 0.3 -2.2
C 0.9511 0.9592 7.0337 0.3 -0.4 -0.8
N 1.2028 4.0371 4.9873 -0.1 -0.5 0.5
N 1.0797 4.4148 3.8319 0.0 0.4 -1.1
C 1.0700 3.5000 2.7019 -0.2 0.5 0.3
C 1.9993 3.7712 1.7309 -1.5 -0.9 -0.7
C 1.9614 3.0586 0.5048 -0.7 -1.1 1.4
C 1.0635 2.0076 0.3029 0.3 0.5 1.0
O 1.1087 1.1943 -0.7123 -0.3 -0.1 -0.4
C 0.0110 1.8555 1.2897 -0.2 -0.1 -0.5
N -1.0154 1.0319 0.9285 -0.8 0.2 1.0
C -2.0977 0.9833 1.7025 0.3 -0.2 -0.6
C -2.2507 1.7440 2.8834 1.7 0.0 0.0
C -1.1637 2.4989 3.3260 -1.0 0.3 -0.9
C -0.0106 2.5999 2.4815 -0.1 0.2 0.6
H 2.3536 -2.1311 8.6372 0.3 -0.7 0.3
H 0.7462 -1.5167 8.2661 0.1 0.2 0.4
H 2.0569 -0.4340 8.9621 -0.2 0.1 0.0
H 3.3230 -0.1652 4.9673 0.1 0.2 -0.8
H 2.7451 2.0257 3.7609 0.1 0.0 0.6
H 0.0128 2.7808 6.9789 -1.3 1.5 0.7
H 0.4168 0.6708 7.9175 -0.1 -0.1 0.2
H 2.6032 4.6199 1.9279 0.9 0.5 -0.2
H 2.6528 3.1593 -0.2705 1.2 0.6 -1.0
H -2.9047 0.3316 1.3381 0.3 0.3 0.2
H -3.1694 1.6742 3.4317 -0.2 0.1 0.2
H -1.2964 3.1863 4.1764 0.3 -0.6 -0.3
C 1.4074 -3.0211 3.0223 0.0 -1.8 0.4
N 0.7782 -2.5475 1.8014 1.0 -1.5 3.0
C 0.6810 -1.3397 1.3337 0.3 1.9 -1.6
N 0.0388 -1.4185 0.1781 -0.8 -0.9 -0.5
C -0.2937 -2.7533 0.0688 0.7 0.5 -1.0
N 0.1481 -3.4555 1.0647 -0.1 -0.6 -0.3
C 2.6678 -3.9081 2.7751 0.1 -0.7 -0.9
C 3.4664 -4.4502 3.7942 -1.3 0.3 0.5
C 4.4727 -5.3307 3.5860 1.8 -0.2 -2.5
C 4.8678 -5.6328 2.2722 -1.0 0.0 0.3
C 4.1599 -5.1143 1.2115 -0.5 1.2 0.8
C 3.0864 -4.2191 1.4863 1.1 -1.1 0.9
C 4.6220 -5.4405 -0.1308 0.0 0.4 -1.3
N 5.4569 -6.3491 -0.4872 0.0 -0.3 -0.8
N 5.4913 -6.3221 -1.9041 0.9 -1.3 0.8
C 4.6954 -5.4254 -2.2995 -0.9 2.3 0.8
O 4.1504 -4.7577 -1.2147 -0.8 0.0 -0.2
C 4.3246 -4.9968 -3.6835 0.6 -1.8 1.0
C 4.6644 -5.9481 -4.6266 0.8 -0.6 -0.4
C 4.3252 -5.7129 -5.9622 -0.3 1.4 2.7
C 3.6066 -4.5915 -6.2719 -0.6 1.4 0.2
C 3.2071 -3.6418 -5.2974 0.6 -1.1 -0.8
C 2.4507 -2.3942 -5.6491 0.7 -0.5 0.5
N 2.0055 -1.7031 -4.4590 -0.6 -0.2 -0.5
C 0.8854 -1.8358 -3.7662 0.2 1.2 0.9
N 0.8955 -0.9752 -2.7480 0.6 -0.4 -0.4
C 2.1245 -0.3771 -2.8737 -1.1 0.5 0.6
N 2.7930 -0.7628 -3.9040 0.9 -0.3 -0.6
C 3.6018 -3.8646 -4.0157 -0.2 -0.3 1.5
H 0.5922 -3.5249 3.6512 1.4 0.5 -0.9
H 1.7977 -2.2109 3.5639 0.0 1.5 0.8
H 1.1137 -0.3857 1.6957 -0.3 -1.1 0.1
H -0.6804 -3.2151 -0.8360 -0.3 0.4 0.6
H 3.2818 -4.2594 4.8116 -0.6 0.6 1.2
H 5.1823 -5.6837 4.2925 -0.2 -0.2 1.2
H 5.6734 -6.2868 2.0402 0.6 -0.4 0.1
H 2.6109 -3.7780 0.6860 -1.1 0.7 -1.7
H 5.2617 -6.8384 -4.2962 -0.8 0.9 -0.5
H 4.6752 -6.3278 -6.6882 0.7 -1.9 -2.1
H 3.3670 -4.3801 -7.2942 -0.2 0.0 -0.5
H 1.6464 -2.6571 -6.3199 -0.4 0.4 -0.2
H 3.1707 -1.7103 -6.0630 0.0 0.4 -0.7
H 0.0832 -2.4814 -3.9766 -0.7 -0.7 -0.4
H 2.4079 0.4046 -2.2032 0.3 0.2 0.2
H 3.2648 -3.2556 -3.1916 0.1 0.4 0.0
F -3.4146 -3.4089 -3.2890 -0.2 0.1 0.8
Te -3.6184 -2.4820 -1.6541 0.5 0.0 0.2
F -4.5686 -1.1758 -2.5131 -0.2 0.7 -0.4
F -5.2962 -3.2638 -1.5538 0.3 -0.2 0.5
F -3.8897 -1.4850 -0.0201 0.0 -1.0 -1.0
F -3.0028 -3.9602 -0.6329 -0.3 0.8 -0.6
O -2.0127 -1.6876 -1.9254 0.0 0.1 0.3
O -2.4753 1.9064 -1.2638 -0.2 0.1 -0.2
N -1.4111 2.5950 -1.2454 0.3 1.3 0.4
C -1.4522 3.9039 -0.9756 1.2 -0.3 -1.0
C -2.6740 4.6225 -0.9975 1.5 -1.4 0.4
N -3.7371 5.0037 -1.0690 -2.1 1.2 -0.1
C -0.2463 4.7431 -1.0848 -0.7 -0.3 0.4
N 0.5428 5.5877 -1.1247 -0.3 -0.7 -0.2
S -1.3360 0.9096 -4.2970 0.2 0.3 0.5
C -1.9623 2.4627 -4.6386 0.0 -1.5 -0.6
N -1.5091 3.6052 -4.0844 -0.2 -0.1 -0.9
C -1.9325 4.8000 -4.5642 -1.1 -0.3 -1.2
C -2.8222 4.8543 -5.5988 0.6 -0.2 0.3
C -3.3419 3.6829 -6.2043 -0.5 2.4 1.0
C -2.9650 2.5307 -5.6876 0.3 -3.1 0.6
H -0.7431 3.6179 -3.4159 -0.3 -0.5 -0.1
H -1.5603 5.6573 -4.0899 0.5 1.0 0.6
H -3.1683 5.7663 -6.0024 -0.1 1.1 0.1
H -4.1810 3.8666 -6.8451 0.0 -0.6 -0.8
H -3.3981 1.5544 -6.0504 0.7 1.2 0.6
I -6.8177 3.8457 -2.7390 0.0 0.2 0.3
C -7.5361 4.6404 -0.9214 -0.9 -0.7 0.9
C -6.8471 5.5880 -0.1711 -0.2 -0.2 -0.8
C -7.4312 6.0977 0.9549 -0.9 -0.5 0.6
C -8.6521 5.5686 1.4197 -1.2 1.2 -1.1
C -9.3180 4.6403 0.5794 2.4 -0.5 0.3
N -8.6987 4.1287 -0.5173 -0.3 0.8 0.0
H -5.9177 5.9904 -0.4837 0.7 0.1 -0.4
H -6.9167 6.9340 1.4069 -0.2 -0.1 0.5
H -9.2272 6.1367 2.1822 0.6 -0.9 -0.2
H -10.2302 4.1151 0.8383 -0.1 0.4 0.1
```
Forces are in eV/Å.

Its largest force on an atom is 0.0681 hartree/bohr. The LUMO energy is -0.56 eV. As for the energy above the lowest of the compared OMol25 structures with the same formula, charge and spin: 1.885 eV. The electronic energy comes out at -4643.343690 Ha. Its charge is 0.